Molecular formula: C31H84N2O11
Method: DFT, ωB97M-V/def2-TZVPD

Output
Spin multiplicity: 1
Energy relative to the best compared isomer or geometry (same formula, charge and spin) (kJ/mol): 547.2
F_max (eV/A): 5.08
Gap between HOMO and LUMO (eV): 9.601
LUMO (eV): 0.2
HOMO energy (eV): -9.367
Charge: 0
SMILES: NC(N)=O.CC(C)O.CC(C)O.CC(C)O.CC(C)O.CC(C)O.CC(C)O.CC(C)O.CC(C)O.CC(C)O.CC(C)O

Atoms and positions in Å:
N: -3.766 4.644 -0.064
C: -3.870 3.445 0.378
N: -2.828 3.042 1.065
O: -4.844 2.793 0.102
H: -4.515 4.974 -0.655
H: -3.079 5.214 0.408
H: -2.570 2.141 1.441
H: -2.132 3.763 1.191
C: 6.135 1.155 0.090
C: 5.008 2.187 -0.275
C: 4.050 1.396 -1.127
O: 4.483 2.699 0.949
H: 6.810 0.839 -0.705
H: 5.811 0.284 0.660
H: 6.765 1.618 0.850
H: 5.497 2.985 -0.834
H: 3.293 2.124 -1.421
H: 3.668 0.526 -0.594
H: 4.412 1.146 -2.124
H: 3.738 3.206 0.619
C: -3.476 -0.059 -2.190
C: -2.367 -0.769 -3.008
C: -2.898 -1.965 -3.692
O: -1.680 -0.040 -3.949
H: -4.435 0.053 -2.696
H: -3.103 0.730 -1.536
H: -3.742 -0.800 -1.436
H: -1.592 -1.221 -2.389
H: -3.132 -2.513 -2.779
H: -2.220 -2.458 -4.389
H: -3.859 -1.822 -4.185
H: -2.218 0.136 -4.725
C: -4.588 -0.072 1.213
C: -4.560 0.018 2.710
C: -5.339 1.246 3.369
O: -5.293 -1.049 3.181
H: -5.508 0.230 0.711
H: -4.398 -1.105 0.921
H: -3.840 0.605 0.800
H: -3.535 -0.017 3.077
H: -4.854 2.191 3.123
H: -5.322 1.126 4.452
H: -6.388 1.291 3.078
H: -5.869 -1.334 2.468
C: 0.928 -1.706 -5.803
C: 1.647 -1.640 -4.520
C: 2.368 -0.300 -4.515
O: 0.802 -1.807 -3.459
H: 0.444 -2.677 -5.910
H: 1.514 -1.499 -6.698
H: 0.115 -0.986 -5.704
H: 2.292 -2.514 -4.609
H: 3.218 -0.397 -3.839
H: 1.749 0.568 -4.291
H: 2.774 -0.121 -5.511
H: 0.043 -1.231 -3.578
C: 1.606 -2.294 3.892
C: 2.748 -2.868 4.803
C: 4.061 -2.993 3.990
O: 2.832 -1.993 5.880
H: 0.726 -2.226 4.531
H: 1.348 -2.941 3.054
H: 1.805 -1.306 3.476
H: 2.437 -3.869 5.104
H: 4.951 -2.938 4.617
H: 4.126 -2.235 3.209
H: 4.119 -4.011 3.604
H: 3.202 -2.578 6.544
C: 0.710 3.188 4.916
C: -0.764 3.301 5.154
C: -1.572 2.791 4.044
O: -0.966 2.460 6.259
H: 1.069 3.790 4.081
H: 1.141 2.187 4.918
H: 1.168 3.575 5.827
H: -0.991 4.303 5.519
H: -2.656 2.817 4.155
H: -1.174 1.831 3.713
H: -1.437 3.428 3.170
H: -1.885 2.185 6.225
C: -1.574 -2.853 0.282
C: -1.465 -3.460 1.728
C: -1.564 -2.544 2.943
O: -2.610 -4.312 1.922
H: -1.469 -3.625 -0.481
H: -0.826 -2.099 0.036
H: -2.530 -2.334 0.221
H: -0.533 -3.999 1.898
H: -2.544 -2.072 3.009
H: -0.878 -1.726 2.724
H: -1.394 -3.092 3.871
H: -2.248 -4.977 2.513
C: 3.518 -3.551 -0.111
C: 2.719 -4.600 -0.926
C: 3.427 -5.801 -1.513
O: 1.648 -5.079 -0.080
H: 3.685 -3.925 0.899
H: 2.927 -2.642 0.002
H: 4.476 -3.144 -0.434
H: 2.159 -4.180 -1.762
H: 4.187 -5.463 -2.217
H: 2.709 -6.453 -2.011
H: 3.875 -6.445 -0.756
H: 1.285 -5.872 -0.482
C: 1.114 0.491 1.129
C: 0.043 1.210 0.259
C: 0.098 1.100 -1.211
O: -1.152 0.546 0.609
H: 1.464 -0.462 0.731
H: 0.881 0.289 2.174
H: 1.949 1.187 1.045
H: 0.071 2.247 0.592
H: 0.964 1.691 -1.508
H: -0.725 1.421 -1.851
H: 0.385 0.088 -1.497
H: -0.918 -0.383 0.544
C: -0.842 4.860 -3.563
C: -0.453 4.720 -5.020
C: 0.691 3.656 -5.211
O: -1.602 4.550 -5.772
H: 0.026 4.882 -2.904
H: -1.347 3.968 -3.192
H: -1.438 5.757 -3.395
H: -0.112 5.724 -5.272
H: 0.130 2.731 -5.341
H: 1.325 3.513 -4.336
H: 1.437 3.990 -5.932
H: -1.322 4.602 -6.689

Forces on the atoms, in the same order (eV/Å):
0.8998 4.8348 -1.2684
-1.7139 -3.0974 -0.1282
3.1111 -0.0995 2.0262
-1.7049 -1.8423 -0.2997
0.3244 0.3193 0.4156
-0.5036 0.6973 -0.7704
-0.6315 -0.0724 -0.3976
0.1854 -0.5795 0.1172
0.4281 1.1624 1.3755
2.6812 -2.6593 0.2185
-0.9568 1.4691 -0.4811
-0.2906 -0.3367 -1.0492
-0.4233 0.1441 -0.3004
-0.7033 -0.1786 -0.4650
0.3377 0.3598 -0.0994
-0.1715 0.1955 -0.1625
-0.9923 -0.3072 0.2395
-0.1866 0.1555 -0.1863
0.6787 -0.3784 0.3030
-0.3829 0.3699 0.5669
0.9742 -1.4771 0.7777
-0.8167 -0.2330 0.0158
-1.6500 -1.2230 0.7200
1.5887 2.2822 -0.8940
0.3633 0.7829 -0.3942
-0.2494 0.5689 -0.6648
-0.0453 -0.3041 0.2037
0.0926 0.6916 0.7430
-0.1804 -1.3878 -0.5639
0.1876 -0.0611 0.4357
-0.0508 0.3067 -0.2199
-0.2023 0.0147 0.0066
0.7557 0.8850 -0.7494
-2.0608 2.1351 0.3150
1.4863 -0.1472 -0.6700
-0.4826 -2.3706 1.1150
-0.3056 0.1172 0.4707
0.3751 -0.0542 -0.0100
0.0386 -0.3825 -0.3055
0.0697 -0.0908 0.1490
-0.1022 0.2123 -0.0548
0.1391 -0.1271 0.0134
0.1418 -0.1939 -0.3385
-0.0600 -0.1842 0.1397
-2.0524 -0.2885 -1.0778
1.1339 0.5144 -1.6197
1.2686 -0.4788 0.1277
-0.6226 -0.7037 1.6566
-0.0170 -0.1428 -0.1588
0.0745 0.0056 0.1891
-0.1862 0.2754 -0.5439
0.7512 0.2198 0.9328
-0.0155 0.5742 0.2528
-0.2385 -0.2632 0.3288
0.1778 0.0197 0.0058
-0.2785 0.3445 -0.1568
0.1815 -0.7629 0.7866
-0.6907 0.6892 -3.1390
-0.1793 -0.4446 0.6895
0.3811 -0.3136 0.9340
-0.0434 0.1445 -0.1208
0.2082 -0.2031 -0.0021
0.3808 0.0354 0.2628
-0.0609 -0.0959 0.2918
-0.0462 0.3440 0.2466
0.0498 -0.1406 -0.0331
-0.1559 0.1095 -0.5951
0.1849 0.6172 0.7262
1.2130 0.8424 0.5604
0.7363 -0.5135 1.0295
-0.3884 0.6422 -2.2748
-0.5394 -0.8227 1.1945
0.0126 -0.1051 -0.0942
-0.6391 -0.2978 -0.6112
0.2040 0.4154 -0.0231
-0.2287 0.4271 -0.6633
-0.0292 -0.4094 0.4892
-0.3673 -0.3416 0.2658
0.2149 0.2476 -0.0657
-0.0916 -0.1428 0.3277
0.0507 -0.0447 1.4265
-0.9017 0.5167 0.2664
0.0160 1.4208 -1.4201
0.6536 -0.9062 -0.7525
-0.2409 -0.0687 0.1643
0.4110 -0.1725 0.2682
-0.2081 -0.2276 -0.1901
0.1061 -0.3767 -0.7182
-0.1981 -0.2333 -0.1149
0.4428 0.1688 0.8834
0.3396 0.1875 -0.1350
-0.5692 -0.3934 0.1032
-0.5849 -0.0169 0.2750
-0.7594 -0.2037 -0.1988
0.5967 -0.0272 0.3792
0.3450 0.3261 0.7761
-0.0567 -0.2108 0.0179
-0.4104 -0.1042 0.0466
0.0748 -0.7005 -0.7477
0.5044 0.8472 -0.2069
0.0371 -0.2348 -0.0914
-0.0845 0.2007 -0.3478
0.2888 0.2240 0.1954
-0.0295 -0.0073 -0.0675
1.1916 1.0666 -1.5006
-0.5596 -1.5450 1.7622
2.5363 0.2190 -1.3949
-1.7359 0.3666 0.8673
-0.1788 -0.1301 -0.4177
-0.5153 0.6181 -0.1220
0.6273 -0.3501 0.5847
-0.7152 0.1229 0.0763
0.2116 0.1726 -0.5204
-0.3485 0.0891 0.7293
-0.2178 -0.2636 -0.0604
-0.4016 -0.1755 0.1302
-0.0082 -0.6501 0.5815
1.9557 1.1221 1.5973
-0.9968 0.8476 0.5033
-0.7195 -0.9950 -0.7644
0.2914 0.4359 -0.2518
-0.5525 -0.0178 -0.2111
-0.1503 -0.1891 0.0282
0.7888 0.0919 -0.1987
0.6027 -0.3077 -0.6993
-0.4126 0.2024 0.4782
-0.5249 -0.5611 -0.7752
-0.2846 -0.0468 -0.2467